(1)
{
  "formula": "C8H15N",
  "method": "wB97M-V/def2-TZVPD",
  "homo_ev": [-6.77, -7.17],
  "mol_weight_da": 125.21,
  "relative_energy_kcal_mol": 174.39,
  "lumo_ev": [0.538, 0.696],
  "multiplicity": 1,
  "elements": ["C", "C", "C", "C", "N", "C", "C", "C", "C", "H", "H", "H", "H", "H", "H", "H", "H", "H", "H", "H", "H", "H", "H", "H"],
  "positions_angstrom": [[0.20579, -0.24279, 0.72368], [0.63788, 0.22950, -1.61906], [0.05783, -1.73286, 0.66464], [-2.22684, 1.79188, 0.78588], [0.33213, 0.63213, -0.25537], [-1.82995, 0.64937, -0.07076], [2.41555, 0.12390, 0.83053], [-2.56731, -0.06622, -0.89671], [3.36345, -0.49866, 0.15565], [-0.00089, 0.18827, 1.70031], [2.60070, 0.77829, 1.67926], [0.70672, -0.84682, -1.79035], [1.58202, 0.70185, -1.88839], [-0.12594, 0.64257, -2.27726], [0.76432, -2.17907, 1.36726], [-0.95517, -2.00002, 0.97236], [0.25141, -2.15692, -0.31816], [-2.09631, 1.56127, 1.84783], [-3.27768, 2.07325, 0.62923], [-1.60789, 2.66610, 0.56712], [-2.16773, -0.89350, -1.47683], [-3.63200, 0.14141, -1.04563], [3.14766, -1.12872, -0.70636], [4.42225, -0.43422, 0.42110]],
  "forces_ev_per_angstrom": [[3.68, -0.32, 0.32], [-0.18, -0.04, 0.14], [0.04, -0.03, 0.01], [0.15, 0.14, 0.06], [-2.88, 0.51, -0.43], [-0.34, 0.62, -0.98], [-0.55, -0.87, 0.80], [0.16, -0.03, 0.08], [-0.06, -0.02, -0.07], [-0.09, 0.08, -0.10], [0.03, 0.02, -0.05], [0.02, 0.02, 0.01], [0.07, -0.07, 0.08], [0.01, -0.01, 0.06], [-0.13, 0.03, -0.01], [-0.03, -0.01, -0.03], [-0.02, 0.06, 0.01], [0.00, 0.02, -0.05], [0.11, -0.15, 0.01], [-0.01, -0.08, 0.03], [0.07, 0.11, -0.08], [0.10, -0.08, 0.20], [-0.04, -0.10, 0.13], [-0.12, 0.22, -0.12]]
}

---

(2)
{
  "formula": "C8H15N",
  "method": "wB97M-V/def2-TZVPD",
  "homo_ev": -7.89,
  "mol_weight_da": 125.21,
  "relative_energy_kcal_mol": 152.63,
  "lumo_ev": 1.046,
  "multiplicity": 1,
  "elements": ["C", "C", "C", "C", "C", "C", "C", "C", "H", "H", "H", "H", "H", "H", "H", "H", "H", "H", "H", "H", "H", "H", "H", "N"],
  "positions_angstrom": [[1.14446, 1.39080, 0.90619], [1.41634, 0.63610, -0.30535], [2.30854, -0.45587, -0.20185], [1.09871, -1.47537, -0.11758], [-1.09023, 0.02275, -0.34866], [-1.68214, 1.04870, -1.19801], [-1.83377, -1.20305, 0.34781], [-1.58852, 0.00803, 1.15727], [-0.05763, 1.58458, 1.25762], [1.64364, 0.70259, 1.80970], [1.60063, 2.72871, 0.96109], [1.55336, 1.48228, -0.97890], [2.90197, -0.79279, -1.15510], [2.79679, -0.33268, 0.80912], [1.26040, -2.15313, -1.04693], [0.66637, -2.04331, 0.74573], [-1.60168, 0.60687, -2.25651], [-2.70148, 1.19824, -1.02230], [-1.19927, 1.96844, -0.95931], [-2.97054, -1.35435, 0.13100], [-1.41872, -2.08021, 0.74299], [-0.67228, 0.15857, 1.96185], [-2.53741, 0.56991, 1.62650], [0.29935, -0.29661, -0.58077]],
  "forces_ev_per_angstrom": [[-0.60, 3.68, 6.30], [-3.88, 3.29, -1.97], [3.31, -3.98, 1.15], [-0.51, 0.03, -2.88], [-0.07, -3.09, 3.90], [0.45, -1.95, -2.75], [-3.02, 1.90, -0.99], [0.84, 2.33, 3.08], [3.82, -0.48, -1.58], [-1.38, 2.39, -1.57], [-0.93, -4.45, -0.19], [0.28, -0.74, -1.36], [-0.55, 1.16, 2.25], [0.77, -0.70, -1.56], [-0.72, 0.33, 1.90], [1.06, 0.67, -0.38], [0.16, 1.56, 1.04], [-1.66, 0.04, 0.51], [0.64, 0.83, -0.61], [2.22, 0.32, 0.10], [1.06, -1.25, -0.39], [-2.68, -1.45, -1.99], [2.18, -0.91, -1.62], [-0.79, 0.47, -0.38]]
}

---

(3)
{
  "formula": "C8H15N2",
  "method": "wB97M-V/def2-TZVPD",
  "smiles": "C=C1CCC[C@@](N)([NH3+])C1=C",
  "homo_ev": -12.83,
  "mol_weight_da": 139.22,
  "relative_energy_kcal_mol": 47.84,
  "lumo_ev": -3.136,
  "multiplicity": 1,
  "total_charge": 1,
  "elements": ["C", "C", "C", "C", "C", "C", "N", "N", "C", "C", "H", "H", "H", "H", "H", "H", "H", "H", "H", "H", "H", "H", "H", "H", "H"],
  "positions_angstrom": [[-2.51197, -0.94898, 0.39816], [-1.45592, -0.28096, -0.11222], [-1.60224, 1.02645, -0.84933], [-0.53000, 1.93856, -0.27793], [0.87486, 1.33814, -0.53069], [1.08589, -0.04159, -0.08339], [2.33249, -0.56444, -0.36718], [1.10211, 0.01064, 1.54676], [-0.12630, -0.94270, -0.23981], [0.04716, -2.25170, -0.50468], [-3.47086, -0.67524, 0.56093], [-2.40019, -1.98479, 0.74765], [-1.28246, 0.95851, -1.84888], [-2.54418, 1.46071, -0.46392], [-0.57110, 2.97152, -0.56541], [-0.82648, 2.02848, 0.74568], [1.15493, 1.31609, -1.52298], [1.63697, 1.89440, 0.10731], [2.86074, -0.39297, -1.22668], [2.58956, -1.46833, 0.01362], [0.27255, -0.19453, 2.00357], [1.29711, 1.01456, 1.92202], [1.74667, -0.70869, 1.92914], [1.02053, -2.62412, -0.56474], [-0.69986, -2.87902, -0.81695]],
  "forces_ev_per_angstrom": [[3.72, -1.71, 0.04], [-1.23, -1.25, -0.95], [0.38, 0.85, 3.10], [0.64, -0.49, 0.17], [0.18, 2.02, 3.34], [-1.34, -2.03, 2.09], [2.02, -0.44, -0.50], [2.48, 2.46, 0.80], [-0.41, -1.33, -0.78], [0.56, 3.02, 0.40], [-2.85, 1.72, -0.16], [0.49, 0.44, 0.08], [-1.07, -0.44, -1.82], [0.01, -0.20, -1.58], [0.06, 0.39, -0.91], [0.62, -0.13, 1.31], [0.50, 0.63, -2.36], [-0.62, -0.06, -1.44], [-0.80, 0.37, 0.51], [-0.37, 0.16, -0.24], [-2.78, -0.69, 0.54], [0.39, -2.18, -0.80], [0.06, 0.96, -0.39], [1.33, -0.67, -0.20], [-1.96, -1.40, -0.24]]
}

---

(4)
{
  "formula": "C8H15N2",
  "method": "wB97M-V/def2-TZVPD",
  "smiles": "Cn1cc[nH+]c1C(C)(C)C",
  "homo_ev": -13.26,
  "mol_weight_da": 139.22,
  "relative_energy_kcal_mol": 25.74,
  "lumo_ev": -3.022,
  "multiplicity": 1,
  "total_charge": 1,
  "elements": ["C", "N", "C", "C", "N", "C", "C", "C", "C", "C", "H", "H", "H", "H", "H", "H", "H", "H", "H", "H", "H", "H", "H", "H", "H"],
  "positions_angstrom": [[-0.56209, -2.55562, 0.22959], [-0.94073, -1.26500, 0.73678], [-1.80668, -1.06716, 1.66832], [-1.86887, 0.20658, 2.02650], [-0.99105, 0.88556, 1.20336], [-0.40644, 0.08827, 0.30301], [0.59837, 0.73104, -0.63385], [0.62702, -0.04095, -1.94056], [2.00833, 0.36934, 0.05358], [0.30323, 2.17461, -0.87769], [0.49407, -2.60662, 0.34519], [-0.97771, -3.25583, 0.88542], [-0.76151, -2.60574, -0.89305], [-2.35785, -1.97491, 2.10232], [-2.56521, 0.74998, 2.69586], [-0.91264, 1.91548, 1.16809], [-0.34338, 0.04105, -2.48136], [1.32688, 0.57103, -2.51134], [0.87725, -1.12899, -1.86366], [2.74175, 1.08892, -0.42202], [2.13612, 0.57806, 1.08573], [2.47032, -0.59704, -0.20844], [0.96017, 2.77988, -0.32132], [0.58075, 2.45602, -1.90176], [-0.63010, 2.46203, -0.44869]],
  "forces_ev_per_angstrom": [[0.86, 1.33, -2.56], [3.99, 4.13, -4.68], [-3.15, -2.77, 3.43], [-1.12, 2.63, 1.05], [-0.63, 0.01, -0.33], [-1.97, -1.73, 2.71], [1.17, -4.34, 1.15], [-0.88, 0.01, -1.01], [1.21, 1.89, -2.35], [0.97, 0.26, 0.07], [1.00, -0.36, 0.01], [-0.93, -1.39, 0.30], [-0.23, -0.45, 1.72], [0.83, 1.78, -0.66], [0.86, -0.65, -0.50], [-0.01, -1.14, 0.27], [0.51, -0.04, 0.36], [0.32, -0.87, -0.51], [0.14, 1.13, -0.06], [-0.67, -0.60, 0.33], [-0.47, 0.04, 1.13], [-0.89, 0.09, 0.18], [1.22, 0.71, 1.00], [-1.04, -0.08, 0.12], [-1.09, 0.42, -1.15]]
}